1.
{
  "formula": "C33H40As3Cl2N4OSeTa",
  "method": "the ωB97M-V functional and the def2-TZVPD basis",
  "species": ["Ta", "C", "As", "C", "C", "C", "C", "C", "As", "C", "C", "C", "As", "C", "C", "H", "H", "H", "H", "H", "H", "H", "H", "H", "H", "H", "H", "H", "H", "H", "H", "H", "H", "H", "H", "H", "H", "H", "H", "H", "H", "H", "Cl", "C", "C", "C", "Cl", "C", "C", "C", "C", "N", "C", "C", "O", "H", "H", "H", "H", "C", "C", "C", "C", "C", "C", "N", "N", "C", "C", "C", "C", "C", "C", "H", "H", "H", "H", "H", "H", "H", "H", "H", "Se", "C", "N"],
  "xyz": [[-0.91, 0.23, 0.63], [1.53, -2.07, 3.10], [0.75, -1.90, 1.33], [-0.28, -3.53, 1.27], [2.35, -2.29, 0.26], [2.39, -2.11, -1.27], [1.28, -2.92, -1.93], [2.33, -0.62, -1.64], [0.65, 0.38, -1.67], [-0.26, -0.18, -3.28], [1.35, 2.10, -2.21], [3.78, -2.63, -1.69], [4.43, -2.94, -3.56], [3.44, -1.66, -4.68], [3.37, -4.53, -4.02], [2.04, -3.03, 3.14], [0.74, -2.07, 3.85], [2.25, -1.29, 3.31], [0.33, -4.35, 1.65], [-0.59, -3.75, 0.25], [-1.17, -3.43, 1.90], [2.54, -3.34, 0.50], [3.15, -1.71, 0.72], [0.29, -2.61, -1.58], [1.40, -3.98, -1.71], [1.30, -2.80, -3.01], [2.69, -0.50, -2.67], [3.00, -0.04, -1.00], [0.47, -0.28, -4.08], [-0.98, 0.59, -3.56], [-0.78, -1.12, -3.14], [1.81, 1.97, -3.19], [2.10, 2.44, -1.50], [0.55, 2.83, -2.29], [3.94, -3.61, -1.24], [4.54, -1.98, -1.24], [3.82, -0.65, -4.55], [2.36, -1.69, -4.55], [3.66, -1.95, -5.71], [3.55, -5.31, -3.28], [3.74, -4.89, -4.98], [2.30, -4.35, -4.10], [-5.79, 0.90, 1.27], [-4.63, 0.95, 2.53], [-5.02, 1.24, 3.86], [-4.11, 1.30, 4.87], [-4.62, 1.66, 6.47], [-2.72, 1.08, 4.61], [-1.69, 1.15, 5.55], [-0.39, 0.94, 5.14], [-0.12, 0.67, 3.80], [-1.07, 0.56, 2.87], [-2.36, 0.78, 3.29], [-3.31, 0.71, 2.26], [-2.79, 0.38, 1.07], [-6.07, 1.42, 4.06], [-1.91, 1.37, 6.59], [0.44, 1.01, 5.84], [0.90, 0.55, 3.47], [-4.88, 3.24, -2.13], [-4.29, 1.99, -2.31], [-3.12, 1.68, -1.64], [-2.53, 2.63, -0.82], [-3.11, 3.88, -0.63], [-4.29, 4.17, -1.29], [-1.31, 2.28, -0.15], [-0.56, 3.23, 0.18], [0.62, 2.86, 0.80], [1.53, 3.89, 1.06], [2.78, 3.58, 1.53], [3.12, 2.24, 1.72], [2.19, 1.23, 1.47], [0.90, 1.49, 1.03], [-5.80, 3.48, -2.65], [-4.75, 1.26, -2.96], [-2.67, 0.70, -1.78], [-2.64, 4.60, 0.03], [-4.75, 5.14, -1.15], [1.23, 4.91, 0.87], [3.51, 4.36, 1.74], [4.11, 1.98, 2.06], [2.52, 0.21, 1.65], [-3.82, -2.86, -1.36], [-2.47, -1.95, -0.86], [-1.51, -1.30, -0.54]],
  "fmax_ev_per_a": 0.15,
  "e_lumo_ha": -0.262,
  "homo_energy_ev": -12.8,
  "total_energy_ha": -11661.45526,
  "homo_lumo_gap_ev": 5.646,
  "relative_energy_kj_mol": 0.0,
  "total_charge": 2
}

2.
{
  "formula": "C4H5N3O",
  "method": "the ωB97M-V functional and the def2-TZVPD basis",
  "species": ["C", "C", "C", "C", "H", "H", "H", "H", "H", "N", "N", "N", "O"],
  "xyz": [[-0.45, -0.44, -0.30], [-1.21, -0.72, -1.27], [0.13, 0.79, -0.50], [1.19, 1.31, 0.29], [-1.15, -1.11, 1.75], [0.56, -1.73, 1.25], [-2.11, -1.48, -1.20], [1.70, 2.11, -0.08], [1.03, -0.03, 1.70], [-0.23, -0.88, 1.13], [-1.04, 0.34, -2.23], [-0.24, 1.22, -1.89], [1.80, 0.62, 1.36]],
  "smiles": "NC1=CN=N/C1=C/O",
  "fmax_ev_per_a": 8.05,
  "e_lumo_ha": -0.015,
  "homo_energy_ev": -9.2,
  "total_energy_ha": -394.77056,
  "homo_lumo_gap_ev": 8.735,
  "relative_energy_kj_mol": 517.2,
  "total_charge": 0
}

3.
{
  "formula": "C4H7LiO2",
  "method": "the ωB97M-V functional and the def2-TZVPD basis",
  "species": ["O", "Li", "C", "O", "C", "C", "C", "H", "H", "H", "H", "H", "H", "H"],
  "xyz": [[-0.43, 0.69, 0.29], [-0.75, 2.57, 0.22], [0.75, 1.23, 0.58], [1.75, 0.43, 0.56], [1.56, -1.08, -0.09], [-0.90, -0.73, 0.14], [-2.28, -0.59, -0.47], [1.19, -1.69, 0.75], [1.31, -1.88, -0.80], [2.43, -0.92, -0.75], [-0.67, -1.81, 0.13], [-2.68, -1.59, -0.67], [-2.98, -0.08, 0.21], [-2.29, -0.04, -1.43]],
  "fmax_ev_per_a": 3.27,
  "e_lumo_ha": [-0.030, -0.032],
  "homo_energy_ev": [-5.2, -5.7],
  "total_energy_ha": -314.28750,
  "homo_lumo_gap_ev": [4.379, 4.811],
  "relative_energy_kj_mol": 800.0,
  "total_charge": 0
}

4.
{
  "formula": "C3H3NO",
  "method": "the ωB97M-V functional and the def2-TZVPD basis",
  "species": ["C", "C", "C", "N", "O", "H", "H", "H"],
  "xyz": [[1.86, 0.16, 0.08], [3.17, -0.02, -0.11], [0.08, 0.21, -0.33], [2.63, 0.54, 1.11], [4.14, -0.32, -0.63], [0.07, 0.19, -1.37], [-0.26, 1.16, 0.20], [-0.37, -0.71, 0.19]],
  "smiles": "Cc1nc1=O",
  "fmax_ev_per_a": 6.10,
  "e_lumo_ha": 0.016,
  "homo_energy_ev": -9.5,
  "total_energy_ha": -245.98955,
  "homo_lumo_gap_ev": 9.913,
  "relative_energy_kj_mol": 267.8,
  "total_charge": 0
}

5.
{
  "formula": "C28H39F2N2O21P",
  "method": "the ωB97M-V functional and the def2-TZVPD basis",
  "species": ["C", "N", "C", "O", "C", "C", "P", "O", "C", "C", "C", "C", "O", "F", "C", "C", "O", "N", "C", "O", "F", "C", "C", "O", "H", "H", "H", "H", "H", "H", "H", "H", "H", "C", "O", "C", "O", "O", "C", "H", "H", "H", "H", "H", "H", "C", "O", "C", "O", "O", "C", "H", "H", "H", "H", "H", "H", "C", "O", "C", "O", "O", "C", "H", "H", "H", "H", "H", "H", "C", "O", "C", "O", "O", "C", "H", "H", "H", "H", "H", "H", "C", "O", "C", "O", "O", "C", "H", "H", "H", "H", "H", "H"],
  "xyz": [[3.59, -3.06, 3.78], [3.66, -1.65, 3.35], [4.12, -1.48, 1.98], [5.20, -1.08, 1.68], [2.90, -1.68, 1.10], [2.69, -2.07, -0.21], [4.01, -2.58, -1.34], [5.37, -2.68, -0.80], [1.38, -2.09, -0.67], [0.29, -1.75, 0.13], [-1.10, -1.78, -0.47], [-1.72, -3.14, -0.34], [-1.88, -3.76, 0.66], [-2.09, -3.63, -1.53], [0.51, -1.38, 1.44], [-0.58, -0.94, 2.37], [-0.85, 0.21, 2.50], [-1.23, -2.03, 3.07], [-1.33, -1.81, 4.48], [-1.57, -0.82, 5.07], [-1.11, -2.97, 5.11], [1.82, -1.36, 1.90], [2.33, -1.08, 3.28], [1.80, -0.43, 4.13], [3.47, -3.75, 2.94], [4.48, -3.33, 4.33], [2.74, -3.20, 4.45], [3.50, -3.80, -1.83], [3.85, -1.69, -2.42], [1.20, -2.38, -1.70], [-1.03, -1.52, -1.52], [-1.73, -1.06, 0.04], [-2.15, -2.21, 2.69], [2.97, -8.47, 5.09], [3.01, -7.21, 4.42], [1.81, -6.70, 4.13], [0.75, -7.21, 4.38], [1.99, -5.53, 3.51], [0.78, -4.86, 3.15], [4.01, -8.75, 5.25], [2.45, -8.38, 6.04], [2.48, -9.22, 4.47], [0.19, -4.64, 4.04], [0.20, -5.45, 2.46], [1.08, -3.93, 2.67], [-3.40, -6.17, 9.71], [-3.88, -4.84, 9.53], [-2.92, -3.94, 9.28], [-1.74, -4.17, 9.19], [-3.49, -2.75, 9.13], [-2.58, -1.69, 8.85], [-4.27, -6.78, 9.90], [-2.90, -6.52, 8.80], [-2.71, -6.22, 10.55], [-2.05, -1.88, 7.91], [-1.86, -1.57, 9.65], [-3.18, -0.79, 8.75], [-1.03, 2.31, -4.80], [-0.82, 3.15, -3.66], [-0.57, 2.50, -2.53], [-0.51, 1.30, -2.41], [-0.40, 3.39, -1.56], [-0.12, 2.82, -0.27], [-1.23, 2.98, -5.63], [-0.15, 1.72, -5.01], [-1.89, 1.66, -4.64], [0.80, 2.24, -0.30], [-0.94, 2.19, 0.06], [0.00, 3.66, 0.40], [-4.58, 6.00, -9.41], [-4.49, 6.58, -8.11], [-3.49, 6.11, -7.36], [-2.71, 5.26, -7.70], [-3.52, 6.72, -6.19], [-2.47, 6.31, -5.30], [-5.43, 6.49, -9.89], [-3.67, 6.19, -9.98], [-4.76, 4.93, -9.35], [-1.49, 6.55, -5.71], [-2.54, 5.25, -5.08], [-2.61, 6.88, -4.38], [3.42, 8.79, -6.24], [2.69, 8.69, -7.47], [1.78, 7.71, -7.48], [1.54, 6.96, -6.57], [1.17, 7.72, -8.66], [0.17, 6.71, -8.81], [4.11, 9.62, -6.39], [2.75, 9.01, -5.42], [3.97, 7.88, -6.04], [-0.61, 6.82, -8.07], [0.61, 5.72, -8.72], [-0.25, 6.84, -9.80]],
  "smiles": "CN1C(=O)c2c([PH2]=O)cc(CC(=O)F)c(C(=O)NC(=O)F)c2C1=O.COC(=O)OC.COC(=O)OC.COC(=O)OC.COC(=O)OC.COC(=O)OC",
  "fmax_ev_per_a": 0.96,
  "e_lumo_ha": -0.033,
  "homo_energy_ev": -10.2,
  "total_energy_ha": -3321.03246,
  "homo_lumo_gap_ev": 9.298,
  "total_charge": 0
}

6.
{
  "formula": "C32H45BrClF2N3O9S2",
  "method": "the ωB97M-V functional and the def2-TZVPD basis",
  "species": ["C", "C", "F", "C", "C", "O", "S", "O", "O", "C", "C", "C", "O", "Br", "S", "C", "O", "O", "C", "O", "C", "C", "C", "F", "C", "C", "C", "C", "O", "N", "C", "C", "C", "C", "C", "C", "C", "C", "O", "Cl", "H", "H", "H", "H", "H", "H", "H", "H", "H", "H", "H", "H", "H", "H", "H", "H", "H", "H", "H", "H", "H", "H", "H", "H", "H", "H", "H", "H", "H", "H", "H", "C", "C", "C", "C", "N", "H", "H", "H", "H", "H", "H", "H", "C", "C", "C", "C", "N", "H", "H", "H", "H", "H", "H", "H"],
  "xyz": [[2.77, 4.22, 0.75], [1.75, 3.49, 1.62], [1.24, 4.43, 2.55], [0.52, 2.92, 0.89], [0.43, 1.38, 0.94], [-0.81, 0.98, 1.62], [-2.18, 1.19, 0.91], [-2.37, 2.56, 0.55], [-3.17, 0.56, 1.71], [-2.01, 0.29, -0.67], [-3.26, 0.78, -1.45], [-3.69, 0.01, -2.68], [-3.03, -0.50, -3.51], [-5.65, 0.03, -2.85], [-2.31, -1.52, -0.25], [-4.06, -1.70, -0.02], [-1.96, -2.35, -1.37], [-1.66, -1.75, 1.01], [-0.61, 0.63, -1.36], [-0.40, -0.36, -2.35], [-0.73, 2.03, -2.03], [-1.22, 2.08, -3.48], [-0.94, 3.47, -4.05], [0.38, 3.54, -4.49], [0.65, 0.57, -0.35], [1.88, 1.17, -1.07], [3.23, 1.08, -0.37], [4.29, 1.78, -1.20], [4.06, 2.71, -1.94], [5.59, 1.26, -1.03], [5.73, -0.11, -1.46], [5.70, -0.43, -2.81], [5.80, -1.75, -3.21], [5.93, -2.75, -2.27], [5.97, -2.43, -0.92], [5.88, -1.11, -0.52], [1.03, -0.93, -0.08], [1.41, -1.43, 1.31], [0.95, -2.39, 1.83], [2.76, -0.61, 2.18], [3.78, 3.86, 0.91], [2.75, 5.27, 1.02], [2.54, 4.15, -0.32], [2.23, 2.73, 2.24], [-0.33, 3.30, 1.46], [0.48, 3.33, -0.11], [1.20, 1.08, 1.64], [-3.17, 1.82, -1.75], [-4.10, 0.77, -0.76], [-4.13, -2.55, 0.65], [-4.54, -0.82, 0.40], [-4.50, -1.94, -0.98], [0.33, -0.08, -2.90], [-1.38, 2.67, -1.44], [0.22, 2.54, -2.04], [-2.29, 1.93, -3.58], [-0.67, 1.40, -4.13], [-1.07, 4.25, -3.30], [-1.57, 3.67, -4.91], [1.76, 2.21, -1.33], [2.00, 0.64, -2.02], [3.25, 1.52, 0.62], [3.58, 0.06, -0.25], [6.20, 1.86, -1.58], [5.58, 0.38, -3.53], [5.76, -1.99, -4.27], [6.00, -3.78, -2.58], [6.07, -3.21, -0.18], [5.90, -0.85, 0.53], [1.88, -1.18, -0.72], [0.26, -1.63, -0.39], [2.53, -0.75, 7.59], [1.72, 0.51, 7.33], [1.57, 0.82, 5.83], [2.86, 1.03, 5.19], [3.87, 1.19, 4.67], [3.55, -0.65, 7.21], [2.60, -0.95, 8.66], [2.08, -1.62, 7.11], [2.19, 1.36, 7.82], [0.73, 0.40, 7.76], [0.97, 1.71, 5.68], [1.07, -0.01, 5.32], [-7.32, -4.91, -2.69], [-6.88, -5.36, -1.30], [-7.64, -4.64, -0.18], [-7.43, -3.20, -0.23], [-7.26, -2.07, -0.31], [-7.12, -3.85, -2.85], [-6.79, -5.47, -3.46], [-8.39, -5.08, -2.84], [-5.81, -5.19, -1.18], [-7.04, -6.43, -1.19], [-7.31, -5.00, 0.80], [-8.71, -4.83, -0.25]],
  "smiles": "C[C@@H](F)C[C@H]1OS(=O)(=O)[C@](CC(=O)Br)(S(C)(=O)=O)[C@@](O)(CCCF)[C@]1(CCC(=O)Nc1ccccc1)CC(=O)Cl.CCCC#N.CCCC#N",
  "fmax_ev_per_a": 0.80,
  "e_lumo_ha": 0.017,
  "homo_energy_ev": -9.6,
  "total_energy_ha": -6118.03932,
  "homo_lumo_gap_ev": 10.051,
  "total_charge": 0
}

- Which formula does entry 3 have?
  C4H7LiO2